No. 1
DFT (ωB97M-V with the def2-TZVPD basis set) results for a cluster of 4 separate species, C26H56BrN3O3 in total.

Last column: Löwdin charge in e.
Element x y z (Å)
H  3.218  -1.388  -0.117  0.09
H  -3.654  0.088  2.671  0.07
H  -2.900  1.697  1.047  0.04
H  -1.605  2.867  -1.908  0.06
H  -0.081  1.068  -3.871  0.13
C  0.541  0.737  -2.996  -0.01
H  0.534  4.798  2.235  0.11
H  0.444  -3.552  5.080  0.13
H  4.516  -0.394  -0.761  0.09
C  0.938  4.654  1.216  0.00
H  -3.428  5.312  0.725  0.16
C  2.928  -0.365  -4.633  -0.15
H  -1.971  5.348  -2.029  0.13
H  -3.452  2.598  -1.872  0.11
C  -2.088  -1.855  2.198  -0.25
O  1.196  -1.784  -1.169  0.01
H  -0.864  -3.285  1.056  0.11
C  -0.453  -1.629  -3.205  -0.01
H  1.253  -4.833  3.563  0.14
H  -2.880  -2.593  2.479  0.13
C  -2.511  3.400  0.031  -0.45
H  -3.231  3.047  2.112  0.13
C  0.822  -0.789  -3.278  -0.45
H  3.624  -0.827  -5.305  0.13
H  1.553  1.148  -2.958  0.08
H  -0.240  -2.710  -3.330  0.11
H  2.763  0.603  -4.957  0.10
C  1.111  -1.805  4.038  -0.05
C  -3.102  4.790  -0.224  -0.12
H  1.567  -1.470  4.982  0.11
O  -1.857  -0.891  3.213  -0.22
C  1.568  -0.986  -4.571  -0.15
C  3.700  -0.355  -3.337  -0.13
N  -1.162  3.568  0.658  -0.02
H  -2.356  -1.512  1.232  0.06
H  -1.037  -1.421  -4.072  0.09
C  0.558  3.947  -1.167  0.01
H  4.759  -2.099  -0.812  0.08
H  -3.995  4.482  -0.791  0.14
C  -2.145  5.640  -0.982  -0.21
H  -0.279  -5.085  0.861  0.09
H  0.791  2.943  -0.980  0.04
H  -4.362  2.633  0.807  0.11
C  -1.566  -4.502  3.486  0.01
H  -2.038  -4.925  2.591  0.12
C  0.061  -2.818  4.382  -0.15
H  1.602  5.459  0.935  0.10
H  1.450  4.556  -1.239  0.10
H  0.081  -2.024  1.696  0.01
H  1.180  -5.789  1.016  0.08
H  1.386  3.703  1.229  0.07
C  -3.321  2.684  1.045  -0.04
H  -0.070  -6.390  2.081  0.08
N  1.743  -1.306  -2.177  0.02
H  3.542  0.573  -2.762  0.12
C  -2.499  2.584  -1.325  0.02
H  -1.079  -5.328  4.065  0.13
C  -0.158  4.527  0.108  -0.38
H  3.168  -3.623  -2.075  0.08
H  3.165  -3.136  -3.761  0.09
H  -1.061  -1.336  -2.341  0.08
H  -0.841  -2.378  4.797  0.12
H  -1.035  6.499  0.630  0.13
C  3.558  -2.926  -2.766  0.02
C  0.770  -4.427  2.666  -0.15
C  -0.755  -2.660  1.936  -0.13
N  -0.435  -3.580  3.114  -0.25
H  4.757  -0.517  -3.439  0.13
C  -0.873  5.890  -0.256  -0.10
H  4.632  -2.962  -2.776  0.09
C  0.374  -5.513  1.658  -0.05
H  0.927  -0.555  -5.364  0.14
H  1.473  -3.729  2.210  0.11
H  -2.860  0.661  4.197  0.10
O  -0.841  3.013  1.639  0.14
H  -2.661  6.601  -1.152  0.14
H  -2.265  1.547  -1.070  0.03
C  3.988  -1.346  -0.919  0.00
H  1.483  -2.025  -4.907  0.13
C  3.304  -1.425  -2.332  -0.37
C  -3.081  -0.197  3.546  -0.07
H  -0.168  6.491  -0.813  0.13
H  1.912  -2.279  3.475  0.08
H  -3.791  -0.798  4.182  0.10
H  0.054  0.798  -2.016  -0.05
H  0.599  -1.009  3.539  0.06
H  -2.262  -3.962  4.117  0.10
Br  -0.230  0.149  0.386  0.20
H  -0.054  3.991  -2.114  0.10

The value obtained for the HOMO-LUMO gap is 6.2 eV. The multiplicity is 1. As for the charge: +2. Its molar mass is 538.66 g mol⁻¹.


No. 2
DFT (ωB97M-V with the def2-TZVPD basis set) results for a structure of composition C26H57AlBrN3O6P.

Last column: Löwdin spin population.
Element x y z (Å)
C  4.172  -5.074  -0.660  0.00
H  4.946  -5.220  -1.421  0.00
H  -3.939  -2.713  -2.626  0.00
H  2.569  -1.024  -0.508  0.00
H  3.179  3.054  4.677  0.00
N  4.620  -1.247  2.477  0.00
C  1.509  -1.116  -0.221  0.00
H  -6.011  -1.677  -1.448  0.00
H  -0.259  0.488  -1.466  0.00
H  -6.840  0.246  -0.062  0.00
O  -2.591  0.468  -1.403  0.51
C  1.485  -5.083  1.427  0.00
H  2.293  -1.630  -2.840  0.00
H  -0.269  -1.731  -1.168  0.00
N  2.944  3.771  1.322  0.39
C  1.624  4.811  -0.463  0.00
C  2.842  3.676  3.847  0.00
C  -5.134  2.419  -3.093  0.00
C  -0.450  -4.848  -0.160  0.00
Br  1.888  -5.858  3.194  0.00
C  0.657  -1.236  -1.490  0.00
H  -0.566  -5.687  1.817  0.00
H  -4.807  -1.056  -0.327  0.00
H  0.845  6.207  1.365  0.00
H  -4.754  1.486  0.201  0.00
H  3.397  4.616  3.877  0.00
H  -6.006  1.821  -3.345  0.00
C  0.670  2.947  0.885  0.02
H  0.162  1.177  1.988  0.00
C  -4.371  1.906  -1.869  0.03
C  2.195  1.702  2.435  0.02
H  2.333  5.639  -0.489  0.00
H  0.701  -2.061  -3.478  0.00
H  -2.607  -1.643  -3.106  0.00
C  -3.395  -1.801  -2.369  0.00
C  1.320  -2.051  -2.580  0.00
C  3.994  -3.615  -0.261  0.00
H  4.725  1.863  3.497  0.00
C  -6.227  0.423  -0.948  0.00
C  -0.029  -4.881  1.306  0.00
H  -2.929  -1.927  -1.397  0.00
O  0.365  0.042  -2.057  0.00
H  -4.479  2.467  -3.965  0.00
C  4.569  2.437  2.583  0.00
C  -3.345  2.964  -1.479  0.00
H  4.605  -1.150  1.468  0.00
O  2.213  -1.493  3.603  0.00
P  3.518  -2.457  3.128  0.00
H  1.612  -1.375  2.855  0.00
C  0.999  5.270  1.901  0.00
C  3.124  2.912  2.552  0.02
C  -4.389  -0.643  -2.387  0.02
H  5.261  3.281  2.561  0.00
H  -2.597  3.085  -2.262  0.00
C  -5.339  1.640  -0.711  0.02
H  -6.165  -0.810  -3.666  0.00
H  5.564  -1.486  2.751  0.00
H  1.676  5.485  2.719  0.00
H  0.298  2.602  2.992  0.00
H  -1.486  -4.520  -0.271  0.00
H  -0.324  -3.945  1.786  0.00
H  3.851  -3.006  -1.163  0.00
O  3.682  3.439  0.333  0.51
C  -5.093  -0.625  -3.760  0.00
H  0.041  4.967  2.326  0.00
H  -4.675  -1.405  -4.395  0.00
H  0.630  5.192  -0.711  0.00
H  -2.831  2.703  -0.558  0.00
H  4.791  1.784  1.745  0.00
H  1.472  -3.077  -2.242  0.00
O  4.591  -5.857  0.466  0.00
H  0.990  2.350  0.026  0.00
C  0.750  2.086  2.139  0.00
H  3.823  -6.267  0.879  0.00
H  1.754  -5.882  0.727  0.00
H  -3.864  3.914  -1.339  0.00
H  0.170  -4.152  -0.725  0.00
O  1.279  -2.200  0.632  0.00
H  -0.353  -5.837  -0.616  0.00
H  4.951  -3.289  0.167  0.00
H  -5.481  3.429  -2.874  0.00
H  1.922  4.079  -1.209  0.00
H  -6.924  0.607  -1.772  0.00
Al  2.549  -3.354  1.114  0.00
H  -5.942  2.541  -0.560  0.00
H  1.232  -0.170  0.267  0.00
C  1.555  4.203  0.934  0.02
H  2.274  1.116  3.352  0.00
H  2.572  1.062  1.635  0.00
C  -5.380  -0.813  -1.226  0.02
H  -4.957  0.311  -4.289  0.00
H  1.787  3.887  4.009  0.00
N  -3.619  0.627  -2.142  0.39
H  -0.358  3.269  0.692  0.00
H  3.243  -5.479  -1.081  0.00

The value obtained for the HOMO-LUMO gap (alpha / beta) is 5.9 / 5.9 eV. The multiplicity is 3. As for the charge: -1. Its molar mass is 645.62 g mol⁻¹.


No. 3
DFT (ωB97M-V with the def2-TZVPD basis set) results for a structure of composition C26H58HfP4Se.

Last column: Löwdin charge in e.
Element x y z (Å)
H  -2.153  -0.051  -5.009  0.11
H  1.013  -0.920  -3.105  0.06
C  -3.045  2.734  1.882  -0.23
C  4.090  -1.374  -0.768  -0.06
C  2.981  2.104  0.906  -0.22
P  1.369  2.107  1.776  0.66
C  0.737  2.909  -1.903  -0.50
H  -1.123  -4.303  -1.357  0.08
H  0.263  -3.606  -0.481  0.03
H  4.438  -3.108  0.591  0.13
H  -0.762  -1.408  4.035  0.05
H  -3.830  -3.097  0.674  0.11
C  -3.519  -2.814  -2.088  -0.06
C  2.760  2.554  -3.169  -0.05
H  0.595  -0.351  4.507  0.04
H  3.074  -0.841  -0.464  0.13
H  -2.277  -3.782  0.171  0.07
C  0.764  -3.109  1.918  -0.24
C  -1.807  -0.780  -4.261  -0.07
H  2.203  1.083  3.860  0.02
C  0.826  4.290  -2.131  -0.11
C  0.328  -1.292  4.010  -0.23
Hf  -0.332  0.469  0.664  0.72
H  0.945  -3.688  2.834  0.08
H  3.413  1.096  0.883  0.01
C  1.910  4.805  -2.849  -0.01
H  -0.246  -3.336  1.558  0.03
H  -3.595  -1.153  -0.721  0.09
H  0.877  4.187  0.581  0.02
C  -3.614  0.040  2.431  -0.22
H  -4.410  -3.336  -1.712  0.11
H  -4.024  -0.108  -2.571  0.08
Se  -0.807  2.296  -0.774  0.77
H  2.727  2.777  3.646  0.08
H  0.049  4.948  -1.740  0.12
C  3.977  -2.777  -0.338  0.34
H  3.246  -1.731  1.658  -0.01
H  3.123  -0.281  2.684  0.03
H  -1.583  0.565  4.586  0.04
C  0.959  3.891  1.635  -0.23
C  -2.919  -1.997  -0.936  -0.54
P  0.925  -1.319  2.271  0.71
H  1.768  4.463  2.114  0.08
H  -2.823  -3.578  -2.460  0.09
C  -1.844  -0.105  -2.880  -0.55
H  -0.868  -2.669  -3.159  0.10
C  2.878  3.934  -3.367  -0.02
H  2.976  -1.899  3.418  0.09
H  3.723  4.335  -3.928  0.13
H  2.849  2.451  -0.128  0.04
C  2.741  -1.294  2.530  -0.24
H  1.684  -1.774  -1.701  0.02
H  -3.185  1.274  -1.812  0.03
H  -2.478  3.596  2.258  0.06
C  -0.177  -3.762  -1.471  -0.09
H  -2.481  -1.645  -4.321  0.08
C  1.886  2.079  3.535  -0.23
C  -2.813  -2.840  0.341  -0.12
C  1.681  2.032  -2.440  -0.16
H  0.787  -2.129  4.554  0.08
H  -2.324  -2.307  1.169  0.03
H  -3.899  -0.346  1.444  0.04
C  -3.192  0.600  -2.676  -0.11
P  -2.179  1.166  2.289  0.69
C  1.055  -1.889  -2.594  -0.12
H  1.580  0.956  -2.274  0.06
H  1.995  5.880  -3.003  0.14
H  -2.750  1.920  4.512  0.09
C  -1.842  1.493  4.063  -0.21
H  3.508  1.878  -3.589  0.12
H  1.575  -2.591  -3.264  0.11
H  -3.394  1.219  -3.562  0.11
H  0.498  -4.423  -2.035  0.11
H  -3.159  2.840  0.797  0.02
H  1.062  2.412  4.179  0.05
H  3.665  2.780  1.438  0.09
H  4.191  -1.252  -1.862  0.13
H  4.889  -0.804  -0.261  0.13
H  -4.036  2.712  2.357  0.08
H  0.010  4.112  2.138  0.05
H  -3.844  -2.193  -2.930  0.07
H  3.594  -3.520  -1.037  0.13
H  -3.368  -0.807  3.083  0.06
C  -0.321  -2.447  -2.232  -0.53
P  -1.331  -1.130  -1.380  0.97
H  -0.801  -1.095  -4.562  0.08
H  -4.458  0.599  2.857  0.08
H  -1.056  0.673  -2.871  0.04
H  -1.019  2.209  4.178  0.04
H  1.503  -3.408  1.163  0.03

The value obtained for the HOMO-LUMO gap is 4.3 eV. For the energy above the lowest of the compared OMol25 structures with the same formula, charge and spin, the calculation gives 0.0 kJ/mol. The multiplicity is 1. As for the charge: +4. Its molar mass is 752.10 g mol⁻¹.